Entry 1:
Computed, not measured: a gas-phase ion, C11H21N3 (charge +2), with ωB97M-V/def2-TZVPD.

As for the multiplicity: 3. The total charge is +2. As for the gap between HOMO and LUMO (spin up / spin down): 7.5658 / 8.1575 eV. The calculation puts the HOMO energy (spin up / spin down) at -0.488 / -0.636 hartree. For the LUMO energy (spin up / spin down), the calculation gives -5.705 / -9.162 eV.

Positions of all 35 atoms, in Å:
1 C -0.0570 -2.0699 -0.1359
2 C -1.3510 -2.4246 -0.2536
3 C 0.3615 -0.6505 -0.0972
4 C -0.7267 0.3764 -0.0247
5 C -2.3555 -1.4024 -0.6598
6 C 1.0346 2.0435 -0.1762
7 C 1.9083 1.0300 0.5591
8 C -1.2153 2.7113 -0.6142
9 C -2.4694 -0.3374 1.4605
10 C 2.3701 -0.4858 -1.3549
11 C 2.4729 -1.2568 0.9679
12 N -0.3901 1.6962 -0.0270
13 N -2.1310 -0.1321 0.0458
14 N 1.7187 -0.4143 -0.0153
15 H 0.7782 -2.7242 0.1432
16 H -1.6906 -3.4259 -0.2202
17 H -2.2590 -1.3556 -1.7441
18 H -3.4801 -1.6996 -0.5276
19 H 1.1005 2.9983 0.2249
20 H 1.2333 2.1026 -1.2787
21 H 2.9821 1.3861 0.4144
22 H 1.4508 0.9815 1.5867
23 H -1.1410 2.8301 -1.7853
24 H -2.3412 2.7798 -0.3911
25 H -0.8016 3.6477 -0.3170
26 H -2.1463 -1.2945 1.9201
27 H -2.3752 0.5814 2.0846
28 H -3.4953 -0.3723 1.4539
29 H 2.0576 0.5299 -1.7519
30 H 3.4501 -0.5984 -1.1768
31 H 2.0209 -1.3903 -1.8020
32 H 2.0702 -1.2520 1.9536
33 H 2.7164 -2.1946 0.6564
34 H 3.4338 -0.8075 1.1167
35 H -2.7337 0.5941 -0.2342

In the natural (NBO) picture, each atom carries the following charge in e: number 1, C, carries -0.26; number 2, C, carries -0.14; number 3, C, carries 0.16; number 4, C, carries 0.20; number 5, C, carries -0.30; number 6, C, carries -0.24; number 7, C, carries -0.23; number 8, C, carries -0.47; number 9, C, carries -0.44; number 10, C, carries -0.39; number 11, C, carries -0.41; number 12, N, carries -0.32; number 13, N, carries -0.35; number 14, N, carries -0.26; number 15, H, carries 0.25; number 16, H, carries 0.26; number 17, H, carries 0.27; number 18, H, carries 0.27; number 19, H, carries 0.26; number 20, H, carries 0.22; number 21, H, carries 0.28; number 22, H, carries 0.26; number 23, H, carries 0.23; number 24, H, carries 0.24; number 25, H, carries 0.24; number 26, H, carries 0.26; number 27, H, carries 0.26; number 28, H, carries 0.23; number 29, H, carries 0.23; number 30, H, carries 0.25; number 31, H, carries 0.25; number 32, H, carries 0.25; number 33, H, carries 0.24; number 34, H, carries 0.24; number 35, H, carries 0.45

=====

Entry 2:
Computed, not measured: a single C4H9N3S molecule, with ωB97M-V/def2-TZVPD.

As for the multiplicity: 1. The value obtained for the energy above the lowest of the compared OMol25 structures with the same formula, charge and spin is 195.6 kJ/mol. As for the gap between HOMO and LUMO: 8.3014 eV. The calculation puts the HOMO energy at -0.278 hartree. For the LUMO energy, the calculation gives 0.725 eV. The SMILES is CN(S)C1=NNCC1.

Positions of all 17 atoms, in Å:
1 C 1.1861 0.3959 -2.1011
2 N 0.9042 0.8981 -0.7395
3 S 1.2504 2.5343 -0.3305
4 C -0.0163 0.1670 -0.0187
5 N -0.6493 -0.7621 -0.6656
6 N -1.6274 -1.3460 0.1041
7 C -1.2583 -1.1215 1.5151
8 C -0.5081 0.2190 1.4402
9 H 1.4049 -0.6774 -2.0075
10 H 2.0739 0.9293 -2.4715
11 H 0.3521 0.5071 -2.8061
12 H 2.2445 2.2940 0.5233
13 H -1.6774 -2.3429 -0.1699
14 H -0.6524 -1.9508 2.0055
15 H -2.2101 -1.0992 2.0267
16 H -1.1106 1.1517 1.5143
17 H 0.2938 0.2036 2.1810

In the natural (NBO) picture, each atom carries the following charge in e: number 1, C, carries -0.40; number 2, N, carries -0.57; number 3, S, carries 0.19; number 4, C, carries 0.36; number 5, N, carries -0.33; number 6, N, carries -0.45; number 7, C, carries -0.24; number 8, C, carries -0.48; number 9, H, carries 0.22; number 10, H, carries 0.21; number 11, H, carries 0.20; number 12, H, carries 0.10; number 13, H, carries 0.36; number 14, H, carries 0.18; number 15, H, carries 0.21; number 16, H, carries 0.23; number 17, H, carries 0.23

=====

Entry 3:
Computed, not measured: a molecular structure, C14H26AlO2, with ωB97M-V/def2-TZVPD.

As for the multiplicity: 1. The total charge is -1. As for the gap between HOMO and LUMO: 8.0158 eV. The calculation puts the HOMO energy at -0.178 hartree. For the LUMO energy, the calculation gives 3.172 eV.

Positions of all 43 atoms, in Å:
1 C 0.8541 -4.3533 0.1116
2 C 1.7625 -3.7312 -0.6303
3 C 3.0749 -3.0849 -1.3527
4 Al 2.4928 -1.5564 -2.5922
5 O 0.7091 -0.9786 -2.3880
6 C 0.9215 0.4678 -2.3409
7 C 2.1881 0.7398 -1.3445
8 C 2.0052 0.2098 0.1997
9 C 2.1990 1.4106 1.2639
10 C 0.8386 1.9451 1.9524
11 C -0.5043 1.6860 1.1008
12 C -1.8044 2.3989 1.7996
13 C -3.1629 2.1171 0.9213
14 C -3.4570 0.5055 1.0558
15 C -3.0504 -0.3102 -0.2946
16 C -2.2406 -1.6803 -0.0161
17 O 3.3275 0.0106 -1.9506
18 H 0.2009 -5.0398 0.7721
19 H 3.8389 -2.7407 -0.5601
20 H 3.5566 -3.9259 -1.9906
21 H 2.9251 -2.1023 -4.0352
22 H 1.3172 0.9034 -3.3420
23 H -0.0756 0.9909 -2.0825
24 H 2.5445 1.8339 -1.4888
25 H 1.0611 -0.4273 0.3450
26 H 2.9061 -0.5153 0.3595
27 H 2.7543 2.2741 0.7421
28 H 2.8627 0.9952 2.1283
29 H 0.9615 3.1008 2.0757
30 H 0.6869 1.4909 2.9966
31 H -0.4794 2.0702 0.0185
32 H -0.6961 0.5374 1.1138
33 H -1.6435 3.5446 1.9451
34 H -1.9814 1.9462 2.8622
35 H -2.8732 2.4032 -0.1706
36 H -4.0687 2.7270 1.3054
37 H -2.8662 0.1587 1.9915
38 H -4.5835 0.3258 1.2856
39 H -4.0375 -0.5915 -0.8450
40 H -2.4028 0.3332 -1.0155
41 H -2.9029 -2.5401 0.3995
42 H -1.7961 -2.0244 -1.0270
43 H -1.3624 -1.5248 0.7214

In the natural (NBO) picture, each atom carries the following charge in e: number 1, C, carries -0.43; number 2, C, carries 0.03; number 3, C, carries -1.04; number 4, Al, carries 1.72; number 5, O, carries -0.96; number 6, C, carries -0.10; number 7, C, carries 0.07; number 8, C, carries -0.46; number 9, C, carries -0.40; number 10, C, carries -0.40; number 11, C, carries -0.42; number 12, C, carries -0.40; number 13, C, carries -0.41; number 14, C, carries -0.42; number 15, C, carries -0.41; number 16, C, carries -0.63; number 17, O, carries -0.97; number 18, H, carries 0.25; number 19, H, carries 0.24; number 20, H, carries 0.23; number 21, H, carries -0.46; number 22, H, carries 0.15; number 23, H, carries 0.15; number 24, H, carries 0.16; number 25, H, carries 0.23; number 26, H, carries 0.23; number 27, H, carries 0.20; number 28, H, carries 0.20; number 29, H, carries 0.19; number 30, H, carries 0.20; number 31, H, carries 0.21; number 32, H, carries 0.21; number 33, H, carries 0.20; number 34, H, carries 0.19; number 35, H, carries 0.20; number 36, H, carries 0.20; number 37, H, carries 0.20; number 38, H, carries 0.20; number 39, H, carries 0.20; number 40, H, carries 0.21; number 41, H, carries 0.19; number 42, H, carries 0.25; number 43, H, carries 0.21

=====

Entry 4:
Computed, not measured: a single C3H6ClOPS molecule, with ωB97M-V/def2-TZVPD.

As for the multiplicity: 1. The value obtained for the energy above the lowest of the compared OMol25 structures with the same formula, charge and spin is 121.8 kJ/mol. As for the gap between HOMO and LUMO: 9.2657 eV. The calculation puts the HOMO energy at -0.341 hartree. For the LUMO energy, the calculation gives -0.022 eV. The SMILES is C/C=C/[P@@](O)(=S)Cl.

Positions of all 13 atoms, in Å:
1 C -2.0614 0.0640 -0.9845
2 C -0.5936 0.1777 -0.6362
3 C 0.0691 -0.5140 0.3232
4 P 1.8099 -0.2450 0.3999
5 O 1.8390 -0.0118 2.3591
6 S 2.7236 -1.6298 -0.6465
7 Cl 2.2130 1.6651 -0.0672
8 H -2.1137 -0.6414 -1.8611
9 H -2.3691 1.0919 -1.1967
10 H -2.4923 -0.2248 0.0432
11 H 0.0915 0.9489 -1.0130
12 H -0.3654 -1.4353 0.8192
13 H 1.2493 0.7545 2.4605

In the natural (NBO) picture, each atom carries the following charge in e: number 1, C, carries -0.67; number 2, C, carries -0.09; number 3, C, carries -0.66; number 4, P, carries 1.36; number 5, O, carries -0.94; number 6, S, carries -0.42; number 7, Cl, carries -0.22; number 8, H, carries 0.25; number 9, H, carries 0.23; number 10, H, carries 0.23; number 11, H, carries 0.20; number 12, H, carries 0.26; number 13, H, carries 0.47

=====

Max |F|, respectively: 6.88, 2.63, 6.39, 3.99 eV/A.
Calculated total energy, respectively: -595.18989, -720.19884, -941.85245, -1392.86675 hartree.